An isolated molecule of C18H18F2O2 in a non-equilibrium geometry. Source: the Open Molecules 2025 dataset; level of theory: wB97M-V/def2-TZVPD.

energy relative to the best compared isomer or geometry (same formula, charge and spin): 0.0 kJ/mol
SMILES string: CC(C)Cc1ccc(-c2ccccc2OCC=O)c(F)c1F
F_max: 2.304 eV Å⁻¹
calculated total energy: -1046.8787 hartree
frontier orbital gap: 9.3373 eV

Geometry as XYZ:
```
40
Properties=species:S:1:pos:R:3:forces:R:3
O 0.10590 -2.97400 -0.42850 -0.45 -0.13 0.13
F -0.56461 1.06842 3.10070 0.25 0.11 0.04
F 2.07203 1.35254 3.36455 0.15 0.05 -0.24
O -1.69017 -0.03380 -1.37178 -0.06 -0.55 0.25
C -0.30480 -1.83925 -0.42814 -0.06 -1.57 -1.68
C -4.75316 1.12662 0.29666 0.30 -0.72 0.10
C -4.22195 1.80199 1.40279 -0.86 0.14 -0.32
C -3.87784 0.43681 -0.56383 -1.09 0.37 -0.09
C 0.30021 1.81127 -0.34198 0.12 0.35 -0.32
C -2.84867 1.89755 1.54913 -0.02 0.31 0.44
C 1.69506 1.95987 -0.23346 -0.65 -0.58 0.78
C 0.14495 1.39267 2.00449 0.81 -0.25 -0.41
C 1.55890 1.50873 2.13520 -1.14 -0.03 -1.39
C -2.51165 0.50461 -0.39660 0.04 0.49 -0.09
C -0.51582 1.49147 0.77268 1.00 0.13 -0.19
C -1.98911 1.26628 0.64495 0.95 0.48 0.45
C 2.35921 1.74242 0.99348 -0.66 0.32 0.46
C -1.51628 -1.45635 -1.30350 0.39 0.61 0.35
C 4.26514 -0.24221 -0.38485 0.46 -0.58 0.95
C 4.32601 -0.55140 2.12867 -0.43 -0.07 -0.95
C 3.86293 1.80236 1.09109 -0.35 -1.27 1.77
C 4.55844 0.42116 0.96036 0.97 0.11 0.76
H 0.31019 -1.12029 0.05827 0.10 1.50 0.71
H -5.84446 1.08713 0.14304 0.73 0.00 0.02
H -4.92576 2.28848 2.10029 0.64 -0.20 -0.38
H -4.23675 -0.08933 -1.44750 -0.11 0.07 0.24
H -0.19047 1.97721 -1.32403 0.44 -0.23 0.84
H -2.43747 2.51785 2.36794 -0.20 -0.56 -0.63
H 2.32822 2.18814 -1.08954 -0.37 0.00 0.04
H -1.38073 -1.82766 -2.33157 0.22 0.13 0.44
H -2.40080 -1.93909 -0.89984 -0.23 -0.11 0.13
H 3.20571 -0.49776 -0.48607 0.15 -0.10 0.05
H 4.53012 0.43150 -1.17162 0.19 0.34 -0.74
H 4.89330 -1.15247 -0.44770 -0.50 0.36 -0.24
H 4.44776 -0.11469 3.09762 0.10 0.47 0.55
H 5.00208 -1.39970 2.05923 0.14 -0.06 -0.11
H 3.32516 -0.95477 2.06028 -0.46 -0.18 0.15
H 4.12580 2.22092 2.07705 0.00 -0.08 -0.32
H 4.30769 2.41503 0.35803 0.15 0.97 -1.03
H 5.65274 0.64882 1.05109 -0.69 -0.02 -0.53
```
Forces are in eV/Å.